1.
Formula: C24H34N4O2
Source: OMol25
Level of theory: ωB97M-V/def2-TZVPD

Each line ends with the Löwdin charge.
Geometry (Å):
H -0.94 0.89 -2.61  0.117
H -3.72 -2.03 0.22  0.117
H 5.35 -0.90 -2.15  0.069
H 5.56 -1.86 0.85  0.119
H -7.48 1.01 -0.55  0.126
C -7.25 0.17 0.11  -0.140
H 0.65 -2.74 -0.63  0.151
H -6.10 0.94 3.17  0.109
C -3.72 -0.36 -1.13  -0.156
N 3.58 -2.41 0.92  -0.172
H 6.70 -0.76 -1.03  0.077
H -7.81 -0.44 2.11  0.110
C 2.51 -1.87 -1.28  -0.099
C 1.15 -1.76 -0.60  -0.323
C 3.34 3.37 0.45  -0.152
C -5.20 -0.16 -1.14  -0.433
N 3.92 2.06 0.34  -0.163
H -3.40 1.21 -2.55  0.122
C -1.56 0.27 -1.98  0.005
H 2.39 -2.25 -2.29  0.125
H 0.26 2.90 -1.09  0.068
C -0.95 -0.73 -1.22  -0.254
H 1.34 1.61 -0.58  0.053
C -5.20 0.11 1.35  -0.160
H 3.22 1.10 2.09  0.132
C -7.54 0.48 1.58  -0.166
H 2.94 3.48 1.46  0.124
H 1.73 -0.29 0.83  0.089
H 2.94 -0.87 -1.34  0.106
H -7.80 -0.70 -0.26  0.126
C -3.12 -1.36 -0.39  -0.031
H 2.99 -3.80 -0.47  0.124
H -5.10 -0.85 1.88  0.120
C -2.93 0.44 -1.94  -0.007
H 4.68 -1.36 2.30  0.123
H 0.67 2.72 0.62  0.078
C 3.78 1.01 1.18  -0.035
C 1.33 -1.30 0.85  -0.105
C -6.20 1.00 2.09  -0.164
H 0.38 -1.28 1.37  0.114
H 1.85 -3.23 1.65  0.123
C 4.62 -1.43 1.21  -0.133
C -1.75 -1.56 -0.43  -0.007
O 0.40 -0.81 -1.35  -0.018
C 3.42 -2.80 -0.46  -0.167
O -5.83 -0.07 -2.18  0.070
H -6.06 2.04 1.78  0.115
C 5.92 -0.21 -1.53  -0.027
C 5.03 0.47 -0.55  -0.316
N 4.68 1.74 -0.70  0.138
H 1.90 4.62 -0.52  0.105
H 4.41 -2.85 -0.92  0.115
H 6.36 0.54 -2.18  0.078
H -8.35 1.20 1.69  0.108
H 4.14 4.10 0.29  0.122
N -5.82 -0.09 0.06  -0.047
H 2.48 -1.87 2.59  0.120
C 4.47 -0.05 0.64  -0.164
H 2.67 3.43 -1.58  0.104
H -4.21 0.55 1.25  0.126
C 2.31 -2.24 1.57  -0.169
C 2.24 3.59 -0.59  -0.232
H -1.32 -2.36 0.15  0.106
C 1.06 2.64 -0.40  -0.098

- LUMO (eV) = 0.610
- M (g/mol) = 410.6
- SMILES = CCCn1cc(CN2CCC(Oc3ccc(C(=O)N4CCCC4)cc3)CC2)c(C)n1
- strongest force on any atom (eV Å⁻¹) = 0.78
- energy (Ha) = -1304.4417
- gap between HOMO and LUMO (eV) = 8.9



2.
Formula: C26H25Cl2FMgN5OS
Source: OMol25
Level of theory: ωB97M-V/def2-TZVPD

Each line ends with the Löwdin charge.
Geometry (Å):
N -1.85 -1.95 2.18  -0.038
H -0.27 2.46 0.64  0.162
H 1.69 -0.33 -4.25  0.093
H -1.13 -0.65 -5.39  0.074
C -2.74 -3.30 0.39  -0.578
C -0.91 0.06 -3.38  -0.298
O 0.81 -1.32 -0.94  -0.064
C 2.20 4.20 -0.97  -0.053
C 1.98 -2.51 3.82  -0.942
H -1.95 0.87 -5.06  0.081
H 2.90 2.25 -1.45  0.146
C -1.69 -0.10 -4.64  -0.036
H -1.22 2.73 -2.31  0.113
H 3.10 -1.11 0.77  0.108
H 0.79 0.72 -5.37  0.072
Cl -1.13 -3.89 0.06  0.728
C 2.74 0.94 0.82  -0.021
F 1.95 3.05 1.53  -0.006
N 1.12 -1.53 3.78  -0.077
C -3.78 -3.76 -0.39  -0.145
C -0.05 0.32 0.15  -0.111
C -4.24 -1.95 1.62  -0.591
C 1.23 0.65 -4.38  -0.046
C 3.06 -0.85 4.95  -0.181
H 3.13 4.64 -0.64  0.105
H -1.03 0.18 0.61  0.132
H 1.36 6.06 -1.46  0.090
H -6.28 -2.03 1.07  0.092
C 0.03 -0.19 -1.29  -0.399
H -5.90 -3.68 -0.77  0.086
H -2.61 -0.66 -4.43  0.078
H 3.89 -2.76 4.45  0.107
C -0.05 4.44 -1.93  -0.088
H 3.78 1.18 1.02  0.106
H -3.56 -4.48 -1.17  0.095
C -1.10 -0.52 -2.20  0.087
H -0.79 5.13 -2.31  0.090
Mg 0.17 -2.14 1.99  0.442
C 2.07 2.72 -0.92  -0.109
C 0.97 -0.79 0.48  -0.291
H 3.70 -0.33 4.23  0.109
S 1.79 -3.92 2.86  0.543
C -5.08 -3.32 -0.17  -0.132
C 2.35 -0.33 0.69  -0.062
H 2.01 1.41 -4.30  0.080
H 3.40 -0.62 5.96  0.101
N 0.21 0.91 -3.37  -0.123
C 1.86 2.09 0.50  -0.342
H 1.02 -0.55 5.65  0.107
H -2.16 -1.28 2.90  0.011
C -2.89 -2.37 1.45  -0.452
Cl -4.57 -0.80 2.90  0.638
C -0.29 3.13 -1.93  -0.007
C 0.40 1.76 0.14  -0.055
C 1.22 4.99 -1.43  -0.096
H -1.91 -1.19 -1.93  0.115
C 0.68 2.15 -1.34  -0.281
H 1.47 0.50 4.30  0.105
C -5.29 -2.40 0.86  -0.153
N 3.04 -2.29 4.69  -0.005
C 1.59 -0.50 4.71  -0.189
N 0.75 0.86 -2.06  0.078

- LUMO (eV) = 2.750
- M (g/mol) = 569.8
- charge = -1
- strongest force on any atom (eV Å⁻¹) = 0.58
- energy (Ha) = -2973.3810
- gap between HOMO and LUMO (eV) = 7.1



3.
Formula: C32H42F5N10O6P2RuSeTe
Source: OMol25
Level of theory: ωB97M-V/def2-TZVPD

Each line ends with the Löwdin charge.
Geometry (Å):
H -0.66 3.52 -1.21  0.033
H -2.67 2.99 1.92  0.069
C -0.65 4.83 2.00  -0.098
C 5.87 3.33 0.71  -0.003
O -3.31 0.61 -2.80  -0.404
H -0.81 -0.65 -3.42  0.021
C -3.75 -1.22 2.37  0.015
C 4.09 2.32 -4.70  -0.498
C -2.32 3.31 0.94  -0.092
H 3.44 -0.15 3.78  0.045
O -1.63 2.74 -3.27  -0.403
F 0.16 -5.04 -2.82  -0.363
C 5.28 5.67 0.55  -0.063
N 4.14 1.74 1.19  0.141
C 1.90 2.53 1.40  -0.404
H 3.18 -3.05 2.40  0.075
H 4.09 -3.50 0.96  0.102
N -5.61 -2.17 -2.19  0.187
H 2.41 -3.02 0.79  0.034
Te 0.57 -3.55 -1.75  1.835
H 3.34 -1.42 -0.95  0.026
C 3.56 4.06 1.04  -0.203
N 4.12 1.70 -5.90  0.183
H 2.67 3.57 -2.80  0.130
C 2.44 -0.41 3.44  -0.244
C 2.55 2.50 -2.76  0.039
H 1.15 2.53 -1.15  0.055
H 5.43 -0.15 2.02  0.061
H 4.89 -1.49 3.06  0.068
N -1.97 -1.51 -0.79  0.058
O -1.25 1.15 -1.18  -0.624
H -1.12 4.58 2.95  0.069
H 5.60 6.69 0.38  0.108
C 6.23 4.63 0.50  -0.061
C -4.38 -2.08 -1.67  -0.430
H -2.51 2.51 0.22  0.058
C -2.03 -1.12 4.02  -0.038
C 3.01 0.31 -3.57  0.027
H 0.03 2.95 3.70  0.051
Se -1.85 1.26 -2.73  0.866
H 1.75 0.26 3.93  0.010
H 2.06 -1.27 -2.52  0.061
H -1.15 5.72 1.63  0.089
N 1.55 0.59 -1.71  0.001
P 0.10 2.14 1.39  1.016
C 4.52 3.02 0.99  -0.201
C 2.88 1.48 1.40  -0.399
H -6.38 -1.78 -1.68  0.108
C 4.17 -1.14 -0.32  -0.093
Ru -0.04 -0.33 -0.13  1.431
H 3.22 6.17 0.86  0.116
H 5.85 -1.82 1.63  0.090
H -4.12 -1.31 4.48  0.116
N -1.47 -0.93 1.71  0.046
H -0.06 -0.90 3.19  0.066
H -4.77 -1.35 2.05  0.117
F 1.28 -4.83 -0.55  -0.392
C -1.12 -0.97 2.99  -0.145
C -2.76 -1.11 1.40  -0.180
H 0.40 5.07 2.17  0.064
H 5.02 -1.78 -0.59  0.100
C 3.20 1.68 -3.67  -0.111
C 3.33 -2.82 1.34  -0.093
F -0.98 -4.14 -0.76  -0.400
O 4.71 3.33 -4.45  0.071
H 6.58 2.51 0.66  0.118
C 2.19 -0.20 -2.58  -0.138
C -0.29 2.05 3.19  -0.241
C -3.37 -1.21 3.70  -0.033
H 3.49 0.95 -6.13  0.104
H 3.50 -0.38 -4.24  0.129
H 4.68 2.10 -6.63  0.116
H -1.37 1.93 3.31  0.045
C 5.07 -1.17 2.03  -0.095
H -1.26 -2.93 -3.52  0.094
O -0.76 0.30 -3.69  -0.241
C -0.84 3.72 0.96  -0.683
H -1.08 5.12 -0.63  0.096
P 2.37 -0.29 1.60  1.023
C -0.46 4.25 -0.43  -0.095
H -1.69 -1.17 5.04  0.114
F 2.50 -3.36 -1.85  -0.413
H -2.91 4.18 0.65  0.096
C 1.73 1.91 -1.82  -0.126
N 2.26 3.78 1.25  0.134
C 3.97 5.40 0.82  -0.007
N -4.28 -1.64 -0.39  0.204
H 7.26 4.87 0.27  0.109
H 0.18 1.20 3.65  -0.011
O 0.75 -2.14 -0.53  -0.727
H 2.22 -1.43 3.75  0.049
F 1.07 -2.93 -3.56  -0.438
C 3.83 -1.37 1.15  -0.692
N -1.04 -2.45 -2.66  -0.079
C -2.16 -2.18 -1.94  -0.499
H 0.58 4.57 -0.46  0.069
H 4.46 -0.10 -0.51  0.072
C -3.05 -1.40 -0.03  -0.294
H -5.70 -2.39 -3.17  0.113
N -3.36 -2.49 -2.41  0.213

- LUMO (alpha / beta) (eV) = -1.030 / -2.002
- multiplicity = 6
- M (g/mol) = 1127.3
- strongest force on any atom (eV Å⁻¹) = 0.57
- energy (Ha) = -6189.9644
- gap between HOMO and LUMO (alpha / beta) (eV) = 7.6 / 7.3
- <S²> = 8.759



4.
Formula: C3H3FO2
Source: OMol25
Level of theory: ωB97M-V/def2-TZVPD

Each line ends with the Löwdin charge.
Geometry (Å):
H 0.63 -0.39 -1.88  0.191
O -0.29 0.96 -0.55  0.052
C -0.84 1.23 0.60  -0.398
O -0.88 0.57 1.54  0.130
F 1.23 -2.13 -0.74  -0.081
C 0.65 -1.07 0.04  -0.070
C 0.38 -0.14 -0.75  -0.188
H -1.57 2.14 0.48  0.179
H 0.69 -1.16 1.25  0.185

- LUMO (eV) = 0.892
- M (g/mol) = 90.1
- SMILES = O=CO/C=C/F
- strongest force on any atom (eV Å⁻¹) = 7.37
- energy (Ha) = -366.3726
- gap between HOMO and LUMO (eV) = 11.0



5.
Formula: O4PRb10
Source: OMol25
Level of theory: ωB97M-V/def2-TZVPD

Each line ends with the Löwdin charge.
Geometry (Å):
Rb -4.88 -1.76 -0.15  0.926
Rb 1.27 5.84 0.83  0.963
Rb 5.27 -2.41 -2.16  0.962
Rb -2.27 -1.53 -4.94  0.944
O -1.02 -1.14 1.06  -0.537
Rb -2.74 2.51 3.04  0.915
Rb -2.59 -3.14 4.81  0.965
Rb 1.88 -4.65 1.01  0.929
Rb 4.02 2.12 -2.32  0.933
Rb -2.40 3.22 -2.88  0.920
P -0.17 -0.28 0.07  -0.003
O -1.13 -0.27 -1.22  -0.594
O -0.11 1.30 0.50  -0.618
Rb 3.51 0.89 2.81  0.904
O 1.35 -0.70 -0.45  -0.610

- LUMO (eV) = -15.887
- M (g/mol) = 949.7
- charge = +7
- strongest force on any atom (eV Å⁻¹) = 3.89
- energy (Ha) = -880.4940
- gap between HOMO and LUMO (eV) = 4.3